ORCA calculation (ωB97M-V/def2-TZVPD) on C12H27AgN3O4STa as an isolated structure in a non-equilibrium geometry.

Orbital gap   0.2837 Eh
Total charge   +2
LUMO level   -8.41 eV

Cartesian coordinates (Å):
N  -1.954  0.674  -0.922
C  -3.078  0.830  -1.373
O  -4.143  0.969  -1.852
Ag  1.542  0.545  -2.382
Ta  -0.352  -0.003  0.036
N  0.366  1.755  0.647
N  1.097  -1.063  -0.870
C  -0.439  2.891  1.167
C  1.207  -2.223  -1.822
C  -0.842  3.738  -0.029
C  0.380  3.694  2.176
C  -1.697  2.406  1.862
C  2.551  -2.110  -2.560
C  1.156  -3.549  -1.072
C  0.043  -2.127  -2.793
H  0.027  4.161  -0.542
H  -1.484  4.555  0.312
H  -1.403  3.121  -0.738
H  0.798  3.038  2.946
H  -0.281  4.411  2.675
H  1.191  4.272  1.721
H  -2.379  1.905  1.167
H  -2.210  3.301  2.243
H  -1.459  1.756  2.712
H  2.716  -1.134  -3.063
H  2.578  -2.856  -3.366
H  3.393  -2.272  -1.880
H  2.040  -3.702  -0.445
H  1.134  -4.356  -1.822
H  0.245  -3.612  -0.463
H  -0.913  -2.189  -2.263
H  0.124  -2.965  -3.504
H  0.069  -1.197  -3.377
C  2.101  -1.067  0.231
H  1.716  -0.492  1.108
H  2.332  -2.092  0.562
H  3.035  -0.582  -0.094
C  1.719  2.185  0.245
H  2.427  2.075  1.080
H  2.127  1.602  -0.603
H  1.682  3.227  -0.102
C  -2.145  -2.959  2.444
S  -2.251  -1.519  1.369
O  -1.584  -1.864  0.047
O  -3.573  -0.967  1.312
O  -1.165  -0.531  1.897
H  -3.172  -3.329  2.536
H  -1.775  -2.613  3.420
H  -1.499  -3.736  2.023

---

ORCA calculation (ωB97M-V/def2-TZVPD) on C12H27ClILaO5P2 as an isolated structure in a non-equilibrium geometry.

Orbital gap   0.2910 Eh
Total charge   +2
LUMO level   -7.79 eV

Cartesian coordinates (Å):
C  -2.533  2.273  -5.178
C  -2.331  1.214  -4.219
H  -3.379  2.082  -5.873
H  -1.579  2.375  -5.724
H  -2.688  3.202  -4.601
O  -2.594  0.174  -3.725
I  0.204  2.015  -3.018
La  1.128  0.623  -0.571
P  2.909  -1.578  -1.454
C  3.282  -3.349  -1.471
C  2.559  -1.247  -3.225
H  4.573  0.214  -1.216
H  5.157  -1.181  -2.210
H  5.078  -1.301  -0.414
C  4.598  -0.883  -1.311
H  2.310  -0.187  -3.417
H  3.456  -1.536  -3.795
H  4.013  -3.567  -2.265
H  2.361  -3.919  -1.656
H  1.699  -1.859  -3.539
H  3.697  -3.658  -0.500
C  1.277  -1.621  0.797
O  1.183  -2.616  1.382
Cl  2.953  2.300  0.210
C  -0.712  3.908  3.580
C  -0.474  3.126  2.305
O  -1.295  1.922  2.352
P  -1.019  0.608  1.369
O  -0.777  -0.541  2.514
C  -1.612  -0.770  3.678
C  -0.723  -0.940  4.873
O  -2.577  0.302  0.888
C  -2.916  -0.490  -0.312
C  -2.634  -1.968  -0.174
H  -1.751  4.254  3.620
H  -0.063  4.788  3.598
H  -0.501  3.316  4.477
H  -0.782  3.721  1.431
H  0.595  2.870  2.190
H  -2.333  0.050  3.785
H  -2.159  -1.699  3.485
H  -0.187  -0.017  5.121
H  -1.324  -1.228  5.736
H  0.012  -1.730  4.685
H  -3.983  -0.303  -0.502
H  -2.389  -0.092  -1.197
H  -2.765  -2.387  -1.178
H  -3.342  -2.468  0.492
H  -1.623  -2.202  0.175

---

ORCA calculation (ωB97M-V/def2-TZVPD) on C12H27MnN6O2S5 as an isolated structure.

Expectation value of S²   0.7932
Orbital gap (alpha / beta)   0.2381 / 0.2382 Eh
Total charge   +1
LUMO level (alpha / beta)   -2.78 / -2.78 eV
2S+1   2

Cartesian coordinates (Å):
Mn  -0.963  0.164  -1.125
N  -2.389  1.383  -0.108
C  -2.049  1.106  1.317
C  -2.205  -0.381  1.546
N  -1.475  -1.143  0.500
C  -2.322  -2.253  0.001
C  -3.186  -1.769  -1.143
N  -2.280  -1.123  -2.113
C  -0.186  -1.669  1.013
C  0.681  -2.111  -0.145
N  0.831  -0.954  -1.059
H  -3.370  1.164  -0.261
H  -2.308  2.378  -0.297
H  -1.010  1.390  1.491
H  -2.680  1.668  2.008
H  -1.851  -0.656  2.543
H  -3.265  -0.641  1.491
H  -1.676  -3.047  -0.369
H  -2.918  -2.682  0.810
H  -3.753  -2.594  -1.578
H  -3.907  -1.023  -0.805
H  -1.766  -1.832  -2.630
H  -2.796  -0.599  -2.815
H  0.312  -0.853  1.545
H  -0.349  -2.490  1.721
H  1.646  -2.454  0.228
H  0.245  -2.938  -0.703
H  1.504  -0.323  -0.614
H  1.269  -1.256  -1.925
C  0.456  4.175  -4.168
O  -0.221  2.909  -4.079
C  -0.261  2.252  -2.945
O  -0.842  1.164  -2.900
N  0.297  2.785  -1.840
N  0.351  1.949  -0.697
H  0.317  4.503  -5.192
H  1.522  4.054  -3.972
H  0.007  4.900  -3.489
H  0.938  3.562  -1.893
H  0.061  2.503  0.105
H  1.330  1.702  -0.472
C  2.652  -0.042  4.913
S  1.783  -1.308  3.957
C  2.794  -1.385  2.524
C  2.937  -0.404  1.604
S  2.163  1.139  1.542
S  4.048  -0.792  0.298
C  4.422  -2.434  0.747
S  5.341  -3.432  -0.165
S  3.700  -2.865  2.259
H  2.084  0.092  5.831
H  2.678  0.890  4.354
H  3.657  -0.378  5.155

---

ORCA calculation (ωB97M-V/def2-TZVPD) on C12H27N2PtS4 as an isolated structure.

Orbital gap   0.2851 Eh
Total charge   +3
LUMO level   -9.30 eV

Cartesian coordinates (Å):
Pt  -0.159  0.546  1.674
C  1.048  3.504  1.975
C  1.644  2.612  3.051
S  2.007  0.931  2.391
C  1.828  -0.070  3.926
C  1.396  -1.491  3.605
S  -0.009  -1.622  2.429
C  -1.590  -1.785  3.351
C  -2.336  -0.480  3.575
S  -2.445  0.498  2.018
C  -2.521  2.204  2.710
C  -1.939  3.215  1.737
S  -0.318  2.744  1.010
H  1.785  3.754  1.210
H  0.695  4.443  2.401
H  0.963  2.490  3.892
H  2.582  3.035  3.410
H  1.103  0.435  4.562
H  2.796  -0.079  4.430
H  1.141  -2.034  4.516
H  2.190  -2.048  3.108
H  -1.391  -2.285  4.299
H  -2.167  -2.476  2.737
H  -1.838  0.143  4.316
H  -3.354  -0.685  3.909
H  -1.976  2.196  3.652
H  -3.569  2.434  2.906
H  -1.838  4.193  2.209
H  -2.577  3.343  0.862
N  0.351  -2.182  -6.228
C  0.160  -0.700  -6.032
C  -0.260  -0.432  -4.590
N  0.646  -0.987  -3.592
C  0.858  -2.411  -3.817
C  1.321  -2.758  -5.229
H  0.678  -2.368  -7.178
H  -0.552  -2.656  -6.140
H  -0.586  -0.361  -6.748
H  1.117  -0.235  -6.268
H  -1.257  -0.849  -4.419
H  -0.343  0.646  -4.459
H  1.531  -0.491  -3.600
H  -0.078  -2.936  -3.602
H  1.601  -2.793  -3.117
H  1.371  -3.833  -5.394
H  2.291  -2.318  -5.456

---

ORCA calculation (ωB97M-V/def2-TZVPD) on a 3-piece molecular cluster, C12H27NO5PS3 overall in a non-equilibrium geometry.

Orbital gap   0.2980 Eh
Total charge   +1
LUMO level   -4.47 eV

Cartesian coordinates (Å):
C  0.178  3.073  -0.672
C  -0.447  4.429  0.002
C  0.281  5.869  -0.439
N  -1.467  4.503  0.916
S  -2.795  3.438  0.529
P  -4.710  4.441  0.671
C  -5.483  4.707  -1.069
O  -5.787  3.280  1.466
H  -0.594  2.221  -0.893
H  1.071  2.672  -0.017
H  0.624  3.389  -1.732
H  1.161  5.708  -1.199
H  -0.524  6.649  -0.779
H  0.735  6.289  0.581
H  -2.825  2.509  1.619
H  -6.460  4.062  -1.260
H  -5.841  5.841  -1.110
H  -4.687  4.547  -1.939
H  -5.623  2.347  1.082
C  -0.855  -2.967  0.130
C  -0.683  -2.107  1.381
C  -0.371  -0.684  0.921
S  -1.135  -0.499  -0.683
O  -0.093  -0.327  -1.673
O  -2.259  0.409  -0.574
C  -1.754  -2.166  -0.800
H  -1.287  -3.944  0.365
H  0.121  -3.132  -0.342
H  -1.615  -2.112  1.958
H  0.108  -2.494  2.032
H  -0.782  0.060  1.607
H  0.705  -0.528  0.804
H  -1.715  -2.508  -1.836
H  -2.788  -2.165  -0.443
C  4.961  -4.299  0.033
C  4.679  -2.926  -0.576
C  3.165  -2.794  -0.728
S  2.443  -3.820  0.544
O  1.734  -4.911  -0.091
O  1.828  -2.975  1.547
C  3.982  -4.447  1.188
H  5.997  -4.389  0.370
H  4.779  -5.080  -0.716
H  5.052  -2.146  0.098
H  5.185  -2.799  -1.538
H  2.836  -1.761  -0.591
H  2.826  -3.168  -1.698
H  3.857  -5.481  1.516
H  4.273  -3.816  2.033

---

ORCA calculation (ωB97M-V/def2-TZVPD) on C12H28BCdF9O5SiTe as an isolated structure in a non-equilibrium geometry.

Orbital gap (alpha / beta)   0.2151 / 0.2795 Eh
Total charge   -2
LUMO level (alpha / beta)   3.89 / 4.20 eV

Cartesian coordinates (Å):
Cd  -0.865  -2.320  -1.488
C  2.262  2.776  0.484
C  2.358  1.828  -0.724
C  2.760  2.673  -1.948
C  3.448  0.768  -0.502
O  1.124  1.214  -1.106
Si  0.039  0.507  -0.072
O  -0.932  -0.505  -0.922
O  -0.859  1.704  0.639
C  -1.970  2.375  0.038
C  -1.741  2.843  -1.410
C  -3.247  1.527  0.146
C  -2.166  3.632  0.907
O  0.841  -0.360  1.090
C  0.266  -0.855  2.301
C  -1.066  -1.605  2.126
C  1.304  -1.863  2.831
C  0.126  0.264  3.346
H  3.198  3.327  0.631
H  2.060  2.233  1.413
H  1.454  3.504  0.352
H  3.718  3.181  -1.796
H  1.997  3.431  -2.163
H  2.838  2.049  -2.846
H  4.436  1.228  -0.389
H  3.486  0.065  -1.342
H  3.259  0.175  0.398
H  -1.673  2.000  -2.105
H  -0.808  3.411  -1.497
H  -2.563  3.480  -1.755
H  -3.205  0.644  -0.498
H  -4.134  2.102  -0.143
H  -3.389  1.164  1.171
H  -1.268  4.262  0.885
H  -2.328  3.361  1.957
H  -3.017  4.234  0.570
H  -0.985  -2.376  1.351
H  -1.875  -0.930  1.829
H  -1.375  -2.088  3.059
H  1.460  -2.674  2.110
H  0.998  -2.304  3.785
H  2.280  -1.382  2.970
H  -0.662  0.974  3.076
H  1.056  0.839  3.430
H  -0.124  -0.138  4.333
F  3.046  -3.706  -1.096
B  2.554  -2.340  -1.017
F  2.866  -1.787  0.291
F  3.190  -1.536  -2.047
F  1.114  -2.332  -1.215
F  -1.833  -4.966  -4.651
Te  -2.601  -4.833  -2.802
F  -3.369  -4.701  -0.953
F  -2.124  -6.753  -2.466
F  -3.079  -2.914  -3.138
F  -4.392  -5.402  -3.505
O  -0.794  -4.259  -2.092
H  -1.097  -2.845  0.172